# 1
67
Properties=species:S:1:pos:R:3:lowdin_charge:R:1 method="wB97M-V/def2-TZVPD" e_tot_ev=-46969.6069 de_lowest_kcal_mol=37.77 largest_force_ev_per_a=1.610 total_charge=+2
Au 0.362 -0.725 0.801 0.93
C -3.604 -4.258 -0.911 -0.03
C -2.108 -4.546 -0.704 -0.58
C -1.916 -5.623 0.379 -0.03
C -1.444 -4.980 -2.026 -0.03
C -1.438 -3.313 -0.264 -0.08
N -0.906 -2.350 0.060 0.12
H -4.080 -5.171 -1.273 0.10
H -3.766 -3.470 -1.648 0.10
H -4.083 -3.971 0.025 0.10
H -2.402 -6.538 0.040 0.10
H -2.373 -5.319 1.322 0.10
H -0.859 -5.836 0.552 0.09
H -1.944 -5.881 -2.382 0.10
H -0.387 -5.206 -1.881 0.09
H -1.539 -4.208 -2.791 0.09
C -4.900 4.011 -1.128 0.00
C -3.409 3.916 -1.116 -0.28
C -2.584 4.759 -1.860 0.03
C -1.237 4.473 -1.866 -0.07
N -0.700 3.472 -1.154 0.02
C -1.557 2.782 -0.385 -0.73
S -0.985 1.598 0.787 0.80
N -2.860 2.945 -0.369 0.11
H -5.248 4.964 -1.521 0.09
H -5.289 3.850 -0.125 0.09
H -5.296 3.208 -1.754 0.10
H -2.984 5.594 -2.418 0.13
H -0.544 5.062 -2.459 0.13
C 2.663 3.077 -2.600 0.01
N 1.603 2.527 -1.712 -0.19
C 0.913 1.406 -2.406 -0.01
C 2.143 2.162 -0.344 -0.10
C 2.842 0.836 -0.299 -0.23
C 4.198 0.791 -0.652 -0.01
C 4.896 -0.406 -0.714 -0.03
C 4.252 -1.595 -0.415 -0.04
C 2.918 -1.572 -0.024 -0.11
C 2.247 -0.372 0.043 -0.18
H 2.224 3.388 -3.545 0.11
H 3.406 2.309 -2.796 0.10
H 3.142 3.931 -2.127 0.11
H 0.857 3.236 -1.517 0.08
H 1.632 0.626 -2.649 0.11
H 0.468 1.783 -3.324 0.11
H 0.134 0.998 -1.771 0.05
H 1.301 2.155 0.341 0.03
H 2.820 2.961 -0.056 0.14
H 4.703 1.724 -0.876 0.13
H 5.941 -0.410 -0.997 0.13
H 4.772 -2.543 -0.470 0.13
H 2.424 -2.508 0.230 0.12
C 2.843 -0.822 3.556 -0.05
C 1.742 0.191 3.746 -0.25
O 0.506 -0.325 3.216 -0.29
C -0.674 0.243 3.824 -0.29
C -1.886 -0.559 3.414 -0.09
H 3.784 -0.412 3.931 0.10
H 2.971 -1.067 2.502 0.04
H 2.622 -1.736 4.107 0.09
H 1.984 1.136 3.249 0.12
H 1.602 0.394 4.807 0.13
H -0.775 1.290 3.542 0.09
H -0.556 0.204 4.908 0.13
H -2.037 -0.538 2.331 0.01
H -2.773 -0.145 3.891 0.10
H -1.774 -1.599 3.728 0.09

=====

# 2
70
Properties=species:S:1:pos:R:3:lowdin_charge:R:1 method="wB97M-V/def2-TZVPD" e_tot_ev=-76248.8132 de_lowest_kcal_mol=0.00 largest_force_ev_per_a=2.429 total_charge=+1
C -1.175 -0.435 4.850 -0.23
C -1.793 0.132 3.701 -0.17
C -1.712 -0.816 2.656 -0.19
H -2.337 1.078 3.668 0.12
C -1.043 -1.974 3.146 -0.19
C -0.720 -1.751 4.510 -0.22
H -0.228 -2.457 5.182 0.11
H -1.180 -0.027 5.859 0.10
H -2.209 -0.753 1.690 0.11
H -0.922 -2.908 2.603 0.10
Y 0.709 -0.214 3.201 0.99
Si 1.075 0.432 -0.179 0.19
C 0.114 2.021 -0.323 -0.35
C 0.567 3.256 -0.789 -0.09
H 1.613 3.379 -1.070 0.11
C -0.379 4.262 -0.960 -0.08
H -0.079 5.202 -1.410 0.11
C -1.704 4.083 -0.562 -0.08
H -2.427 4.891 -0.634 0.10
C -2.120 2.870 -0.029 -0.08
H -3.119 2.696 0.350 0.10
C -1.227 1.814 0.014 -0.15
H -1.566 0.821 0.320 0.07
C 0.131 -1.215 -0.512 -0.38
C -1.158 -1.235 -1.118 -0.13
H -1.567 -0.327 -1.579 0.09
C -1.848 -2.436 -1.217 -0.05
H -2.765 -2.465 -1.794 0.12
C -1.359 -3.588 -0.619 -0.07
H -1.912 -4.520 -0.688 0.11
C -0.187 -3.534 0.125 -0.09
H 0.180 -4.414 0.635 0.11
C 0.562 -2.362 0.190 -0.15
H 1.512 -2.335 0.731 0.08
H 0.346 0.381 1.197 -0.08
Si 0.882 0.061 -2.399 0.90
C 1.160 -1.494 -3.343 -0.28
C 0.551 -1.472 -4.615 -0.09
H 0.317 -0.508 -5.076 0.10
C 0.186 -2.681 -5.202 -0.07
H -0.328 -2.651 -6.162 0.11
C 0.478 -3.881 -4.547 -0.07
H 0.173 -4.812 -5.009 0.10
C 1.167 -3.912 -3.328 -0.07
H 1.373 -4.857 -2.818 0.11
C 1.574 -2.715 -2.755 -0.09
H 2.124 -2.721 -1.811 0.11
C 0.305 1.460 -3.456 -0.33
C -1.067 1.711 -3.647 -0.10
H -1.806 1.053 -3.185 0.10
C -1.471 2.777 -4.456 -0.07
H -2.546 2.976 -4.589 0.11
C -0.507 3.582 -5.085 -0.08
H -0.832 4.411 -5.723 0.11
C 0.871 3.350 -4.890 -0.07
H 1.625 3.975 -5.393 0.11
C 1.273 2.310 -4.044 -0.10
H 2.338 2.141 -3.865 0.11
H 2.466 0.767 -0.430 -0.05
Cl 2.812 -0.114 1.736 0.01
N 0.964 1.475 5.010 -0.03
N 1.043 0.732 6.252 -0.07
C 1.946 -0.321 6.279 -0.80
N 2.309 -0.702 7.511 0.11
S 2.591 -1.120 4.922 0.68
H 0.241 2.199 5.110 0.13
H 1.858 1.957 4.846 0.12
H 1.054 1.331 7.088 0.16
H 2.967 -1.479 7.585 0.12
H 1.831 -0.379 8.344 0.13

=====

# 3
99
Properties=species:S:1:pos:R:3:mulliken_spin:R:1 method="wB97M-V/def2-TZVPD" spin_multiplicity=4 e_tot_ev=-151540.6050 de_lowest_kcal_mol=7.97 largest_force_ev_per_a=0.846
Re -0.668 0.302 -0.005 2.47
S -2.657 1.010 1.158 0.06
C -2.085 1.816 2.627 0.01
C -2.856 2.827 3.197 0.01
C -2.423 3.466 4.348 0.00
C -1.218 3.113 4.942 0.01
C -0.463 2.088 4.392 0.00
C -0.900 1.433 3.248 0.02
As -0.030 -0.098 2.440 0.08
C 1.816 0.111 2.937 -0.01
C 2.463 1.280 2.549 0.02
C 3.809 1.454 2.835 0.00
C 4.506 0.457 3.504 0.00
C 3.862 -0.714 3.878 0.00
C 2.514 -0.894 3.593 -0.01
C -0.732 -1.548 3.484 -0.02
C -0.612 -1.490 4.868 0.00
C -1.134 -2.512 5.644 0.00
C -1.782 -3.580 5.034 0.00
C -1.903 -3.627 3.654 0.00
C -1.375 -2.611 2.869 0.01
H -3.786 3.120 2.724 0.00
H -3.024 4.258 4.776 0.00
H -0.871 3.631 5.826 0.00
H 0.479 1.804 4.848 0.00
H 1.920 2.050 2.012 -0.01
H 4.312 2.364 2.532 0.00
H 5.557 0.591 3.728 0.00
H 4.409 -1.496 4.389 0.00
H 2.020 -1.822 3.852 0.00
H -0.117 -0.653 5.346 0.00
H -1.039 -2.474 6.722 0.00
H -2.191 -4.378 5.641 0.00
H -2.402 -4.459 3.175 0.00
H -1.459 -2.667 1.792 0.02
O -1.468 -3.715 -0.185 0.00
C -1.256 -2.678 -0.774 0.04
O -1.649 -1.504 -0.352 0.00
C -0.574 -2.687 -2.131 -0.02
C -0.063 -3.904 -2.563 0.00
C 0.602 -4.009 -3.775 0.00
C 0.761 -2.884 -4.567 0.00
C 0.247 -1.664 -4.149 0.01
C -0.424 -1.548 -2.934 -0.03
P -1.121 0.069 -2.445 0.14
C -2.837 -0.018 -3.020 -0.03
C -3.111 -0.488 -4.305 0.00
C -4.416 -0.548 -4.762 0.00
C -5.459 -0.143 -3.937 0.00
C -5.192 0.320 -2.658 0.00
C -3.884 0.383 -2.198 0.02
C -0.300 1.283 -3.512 0.02
C 1.085 1.422 -3.404 0.01
C 1.747 2.378 -4.157 0.00
C 1.033 3.222 -5.000 0.00
C -0.345 3.105 -5.088 0.00
C -1.012 2.136 -4.349 0.00
H -0.203 -4.762 -1.919 0.00
H 0.993 -4.965 -4.100 0.00
H 1.282 -2.950 -5.514 0.00
H 0.378 -0.792 -4.777 0.00
H -2.301 -0.814 -4.947 0.00
H -4.622 -0.916 -5.759 0.00
H -6.480 -0.194 -4.293 0.00
H -6.001 0.631 -2.010 0.00
H -3.686 0.747 -1.198 -0.05
H 1.634 0.791 -2.716 -0.01
H 2.822 2.477 -4.071 0.00
H 1.552 3.973 -5.582 0.00
H -0.909 3.766 -5.734 0.00
H -2.089 2.054 -4.425 0.00
C 3.198 -5.280 0.551 0.00
N 2.711 -3.948 0.226 0.00
C 3.173 -3.266 -0.848 0.00
C 2.738 -2.023 -1.136 -0.01
C 1.710 -1.502 -0.284 -0.01
O 1.188 -0.347 -0.610 0.08
N 1.275 -2.143 0.774 0.07
C 1.821 -3.347 1.139 0.00
O 1.575 -3.918 2.187 0.00
H 3.620 -5.729 -0.346 0.00
H 2.369 -5.882 0.914 0.00
H 3.955 -5.240 1.335 0.00
H 3.901 -3.783 -1.459 0.00
H 3.086 -1.473 -1.995 0.00
C 2.219 3.816 -0.336 0.01
Si 0.363 3.675 -0.145 0.00
C -0.505 4.631 -1.507 0.01
C -0.118 4.369 1.520 0.01
O -0.045 2.092 -0.324 0.08
H 2.539 4.862 -0.362 0.00
H 2.540 3.341 -1.262 0.00
H 2.740 3.326 0.492 0.00
H 0.159 4.813 -2.355 0.00
H -0.879 5.595 -1.155 0.00
H -1.359 4.054 -1.871 0.00
H 0.291 5.379 1.623 0.00
H 0.264 3.769 2.348 0.00
H -1.203 4.431 1.637 0.00

=====

# 4
74
Properties=species:S:1:pos:R:3:mulliken_spin:R:1 method="wB97M-V/def2-TZVPD" spin_multiplicity=8 e_tot_ev=-74663.3699 largest_force_ev_per_a=3.061 total_charge=+1
C 5.019 1.861 2.140 0.00
C 6.285 1.977 1.304 0.00
C 6.088 1.879 -0.213 0.00
C 5.106 0.824 -0.729 0.00
C 5.694 -0.590 -0.854 0.00
C 5.714 -1.431 0.429 0.00
C 4.567 -2.434 0.516 0.00
C 3.293 -1.834 1.161 0.00
C 2.009 -2.304 0.446 0.00
C 1.330 -1.133 -0.264 0.00
C 0.745 -0.084 0.685 0.00
C -0.023 0.973 -0.123 0.00
C -1.102 1.699 0.667 0.00
C -1.829 2.757 -0.208 0.00
C -3.349 2.574 -0.282 0.00
P -3.997 0.979 -1.010 -0.01
P -2.733 0.834 -2.886 0.00
C -3.506 -0.479 -4.027 0.00
O -2.931 2.220 -3.745 0.00
O -5.239 0.920 0.272 0.00
C -6.137 -0.090 0.167 -0.01
I -7.763 0.447 -1.209 0.00
C -5.388 -1.249 -0.472 -0.02
C -4.492 -2.213 0.489 0.01
C -4.853 -2.118 1.958 -0.01
C -4.137 -0.974 2.673 0.00
O -4.711 -0.606 -1.601 -0.01
H 4.297 2.627 1.874 0.00
H 5.253 1.935 3.194 0.00
H 4.532 0.909 1.966 0.00
H 6.689 2.968 1.501 0.00
H 7.034 1.272 1.654 0.00
H 7.053 1.633 -0.650 0.00
H 5.814 2.841 -0.632 0.00
H 4.174 0.809 -0.172 0.00
H 4.828 1.128 -1.737 0.00
H 6.688 -0.500 -1.281 0.00
H 5.092 -1.113 -1.593 0.00
H 5.771 -0.815 1.319 0.00
H 6.637 -2.009 0.421 0.00
H 4.871 -3.266 1.144 0.00
H 4.350 -2.829 -0.471 0.00
H 3.384 -0.763 1.087 0.00
H 3.226 -2.148 2.196 0.00
H 1.283 -2.737 1.134 0.00
H 2.230 -3.046 -0.313 0.00
H 2.048 -0.603 -0.889 0.00
H 0.536 -1.453 -0.941 0.00
H 0.133 -0.558 1.451 0.00
H 1.581 0.423 1.155 0.00
H 0.682 1.719 -0.474 0.00
H -0.485 0.477 -0.969 0.00
H -1.811 1.016 1.125 0.00
H -0.611 2.236 1.473 0.00
H -1.356 2.825 -1.183 0.00
H -1.655 3.716 0.271 0.00
H -3.755 3.362 -0.914 0.00
H -3.767 2.709 0.709 0.00
H -4.977 1.613 -1.851 0.00
H -3.093 0.100 -0.306 0.01
H -3.031 -0.439 -4.999 0.00
H -4.576 -0.346 -4.177 0.00
H -3.278 -1.497 -3.643 -0.01
H -2.117 2.741 -3.644 0.00
H -6.623 -0.307 1.104 0.00
H -6.166 -1.933 -0.916 0.01
H -4.733 -3.290 0.203 0.00
H -3.390 -2.028 0.376 -0.01
H -4.563 -3.051 2.427 0.00
H -5.926 -2.003 2.070 0.00
H -4.140 -1.163 3.737 0.00
H -4.568 -0.003 2.467 0.00
H -3.098 -0.939 2.357 0.00
Eu -4.132 -2.624 -1.947 7.04